Here is a structure of composition C20H23AsNO3ReS4Si at a distorted geometry from the Open Molecules 2025 dataset. Energies are from ωB97M-V/def2-TZVPD.

Structure (XYZ):
```
54
Properties=species:S:1:pos:R:3:mulliken_charge:R:1
Re 0.495 1.255 -1.788 0.77
S 0.335 6.512 -1.624 -0.08
As 0.754 4.724 -0.474 0.63
S -0.593 3.082 -1.733 -0.11
S 2.583 1.773 -1.954 0.01
S -0.836 6.029 0.113 -0.01
O 3.087 1.148 -3.548 -0.38
C 2.122 0.613 -4.173 0.64
C 2.237 -0.064 -5.489 -0.47
C 0.839 -0.668 -5.702 -0.39
C 0.030 -0.277 -4.489 0.19
O -1.061 -0.556 -4.133 -0.43
N 0.899 0.591 -3.651 -0.31
H 3.043 -0.798 -5.455 0.35
H 2.517 0.674 -6.243 0.32
H 0.850 -1.755 -5.781 0.32
H 0.345 -0.287 -6.596 0.33
C 1.011 -2.881 0.383 -1.62
C 1.186 -1.737 1.394 1.98
C 1.097 -2.265 2.836 -1.68
C 2.547 -1.056 1.181 -1.47
Si -0.213 -0.533 1.168 -0.52
O 0.098 0.187 -0.491 0.48
C -1.880 -1.269 0.991 0.91
C -2.567 -1.319 -0.226 -0.21
C -3.842 -1.857 -0.309 -0.76
C -4.455 -2.356 0.832 -0.55
C -3.794 -2.315 2.051 -0.90
C -2.519 -1.778 2.132 -0.44
C -0.140 1.020 2.163 0.79
C -1.105 1.310 3.130 -0.37
C -1.066 2.503 3.844 -0.73
C -0.068 3.432 3.594 -0.61
C 0.898 3.169 2.629 -1.25
C 0.859 1.977 1.921 -0.21
H 1.849 -3.580 0.456 0.51
H 0.988 -2.521 -0.652 0.17
H 0.093 -3.443 0.560 0.38
H 1.915 -2.964 3.027 0.45
H 0.166 -2.809 3.011 0.36
H 1.179 -1.460 3.570 0.39
H 3.353 -1.789 1.276 0.52
H 2.734 -0.276 1.922 0.34
H 2.649 -0.618 0.182 0.12
H -2.107 -0.951 -1.138 0.28
H -4.359 -1.888 -1.259 0.45
H -5.446 -2.784 0.770 0.41
H -4.271 -2.703 2.941 0.43
H -2.019 -1.769 3.095 0.34
H -1.905 0.608 3.330 0.35
H -1.818 2.706 4.594 0.45
H -0.036 4.356 4.157 0.45
H 1.698 3.882 2.459 0.74
H 1.645 1.776 1.197 0.63
```

**Frontier orbital gap**: 4.816 eV
**Total charge**: +2
**Largest force on an atom**: 0.02542 hartree/bohr
**Highest occupied orbital energy**: -14.17 eV